No. 1
ORCA calculation (ωB97M-V with the def2-TZVPD basis set) on one molecule with the formula C4H7FN2 at a distorted geometry.

Its total energy is -9957.0714 eV. Its multiplicity is 1. Its largest force on an atom is 4.491 eV Å⁻¹. The HOMO energy comes out at -0.3377 Eh. Its energy relative to the best compared isomer or geometry (same formula, charge and spin) is 165.05 kJ/mol. The structure (SMILES) is C[C@H]1CN=N[C@@H]1F.

Geometry (Å):
C 0.65429 -1.24189 0.61403
C 0.43235 0.22051 0.40709
C 1.79152 0.59276 -0.36047
C -0.79069 0.46636 -0.40392
N 1.86474 -1.60721 -0.12296
N 2.48223 -0.73723 -0.63722
F 2.57277 1.37856 0.46612
H 0.79233 -1.59473 1.64812
H -0.26710 -1.83649 0.24164
H 0.43155 0.79640 1.22560
H 1.70128 1.07745 -1.26977
H -0.58740 -0.09916 -1.28469
H -0.87030 1.43663 -0.92754
H -1.68758 0.05352 0.17534

***

No. 2
ORCA calculation (ωB97M-V with the def2-TZVPD basis set) on one molecule with the formula C4H7FN2O at a distorted geometry.

Its total energy is -12004.3229 eV. Its multiplicity is 1. Its largest force on an atom is 2.159 eV Å⁻¹. The HOMO energy comes out at -0.3617 Eh. Its energy relative to the best compared isomer or geometry (same formula, charge and spin) is 263.80 kJ/mol. The structure (SMILES) is N[C@H]1C=NOC[C@@H]1F.

Geometry (Å):
C -0.24496 -0.09586 -0.85129
C -1.42959 0.28267 0.03647
C 0.95939 0.34434 1.28001
C 0.98752 0.49785 -0.26059
H -0.86818 -1.73633 -1.74721
H -0.44701 -2.00677 -0.24416
H -0.39268 0.36606 -1.85198
H -2.42140 0.19029 -0.47185
H 0.97075 -0.72581 1.59932
H 1.79668 0.85420 1.70969
H 1.86174 0.02168 -0.71355
N -0.13713 -1.51120 -1.04466
N -1.49218 0.66980 1.25223
O -0.18702 0.99523 1.83671
F 1.04407 1.85385 -0.52913

***

No. 3
ORCA calculation (ωB97M-V with the def2-TZVPD basis set) on C4H7FN2O as an isolated structure at a distorted geometry.

Its total energy is -12001.6116 eV. Its multiplicity is 1. Its largest force on an atom is 7.157 eV Å⁻¹. The HOMO energy comes out at -0.3609 Eh. Its energy relative to the best compared isomer or geometry (same formula, charge and spin) is 525.40 kJ/mol.

Geometry (Å):
C 2.12658 -0.77345 0.28482
C 0.95881 -0.03907 -0.50534
C 0.35296 1.18729 0.19267
C -2.63427 -0.62101 0.18036
H 2.28140 -0.17288 1.31781
H 1.99407 -1.92278 0.34025
H 1.22162 0.01527 -1.55955
H -0.03969 2.23971 -0.18796
H 0.48161 1.44428 1.23290
H -1.97160 0.79817 -1.22642
H -2.27803 -1.03651 1.05942
N -0.40873 -0.10559 0.04934
N -1.52428 -0.32894 -0.63372
O -3.81069 -0.30114 -0.16008
F 3.25023 -0.38334 -0.38450

***

No. 4
ORCA calculation (ωB97M-V with the def2-TZVPD basis set) on a 2-piece molecular cluster, C4H7FN3O2 overall at a distorted geometry.

Its charge is +1. Its total energy is -15532.8065 eV. Its multiplicity is 1. Its largest force on an atom is 5.062 eV Å⁻¹. The HOMO energy (spin up / spin down) comes out at -0.4612 / -0.4612 Eh. Its energy relative to the best compared isomer or geometry (same formula, charge and spin) is 82.54 kJ/mol.

Geometry (Å):
C -0.62768 1.82987 0.02076
C -2.23985 1.02426 -1.44081
C 0.48052 1.16050 -0.26021
C 0.17690 -0.73883 0.93363
N -1.77876 1.72823 -0.54891
N -0.78670 -1.21019 0.25360
N 1.58472 -1.05936 0.90745
O -2.70942 0.34710 -2.26712
O -0.35946 -2.05870 -0.68349
F 1.68956 1.54781 0.24242
H -0.51999 2.61322 0.76800
H 0.68693 0.66776 -1.25208
H -0.25803 -0.27778 1.78429
H 1.88923 -0.91435 -0.06804
H 1.83691 -1.96041 1.29244
H 2.14137 -0.25668 1.30956
H -1.20626 -2.44246 -0.99147

***

No. 5
ORCA calculation (ωB97M-V with the def2-TZVPD basis set) on a 2-piece molecular cluster, C4H7FO2P overall at a distorted geometry.

Its charge is -1. Its total energy is -20360.2025 eV. Its multiplicity is 1. Its largest force on an atom is 3.378 eV Å⁻¹. The HOMO energy (spin up / spin down) comes out at -0.1549 / -0.1463 Eh. Its energy relative to the best compared isomer or geometry (same formula, charge and spin) is 110.49 kJ/mol.

Geometry (Å):
C 1.14086 1.30006 -1.76845
C -1.72188 -0.12550 -0.62739
C -0.57409 -0.07147 0.37998
C 1.62784 0.35664 -0.64134
O 0.79136 0.83168 -2.83458
O 1.13172 2.43920 -1.32562
F 2.09153 -0.87460 -0.83725
P 2.28718 1.45339 0.68961
H -1.69193 0.52937 -1.51940
H -1.68392 -1.08831 -1.16383
H -2.71663 0.14096 -0.18636
H -0.48886 0.91159 0.74967
H -0.74794 -1.00676 1.09961
H 2.76899 0.15464 1.40042
H 3.58866 1.61397 0.31867

***

No. 6
ORCA calculation (ωB97M-V with the def2-TZVPD basis set) on one molecule with the formula C4H7FS at a distorted geometry.

Its total energy is -17813.1483 eV. Its multiplicity is 1. Its largest force on an atom is 1.867 eV Å⁻¹. The HOMO energy comes out at -0.3202 Eh. Its energy relative to the best compared isomer or geometry (same formula, charge and spin) is 115.13 kJ/mol. The structure (SMILES) is CC[C@H](F)C=S.

Geometry (Å):
C -1.31155 -0.81426 -0.12524
C -0.68825 0.49649 -0.41053
C 0.63203 0.82444 0.33621
C 1.63037 -0.26369 0.37737
H -1.49690 -0.95071 0.94378
H -0.69458 -1.67038 -0.47072
H -2.20520 -0.94938 -0.73210
H -0.48606 0.52868 -1.48829
H -1.36559 1.31623 -0.08413
H 0.37222 1.06811 1.38373
H 1.34714 -1.23179 0.71352
F 1.20175 1.95022 -0.17370
S 3.06462 -0.30397 -0.26988